Formula: C3H4O3
Source: the Open Molecules 2025 dataset
Level of theory: wB97M-V/def2-TZVPD

Bonds (Å) are listed after each position.
Element x y z (Å)
1 C 1.54 0.65 -0.17  O5 1.272, H7 1.050
2 C -1.74 0.65 0.11  C3 1.367, O4 1.253, H8 1.066
3 C -0.76 -0.28 -0.11  C2 1.367, O6 1.287
4 O -2.87 0.23 -0.23  C2 1.253
5 O 2.43 -0.23 -0.38  C1 1.272, H9 0.972
6 O -0.37 -1.49 0.08  C3 1.287, H10 1.019
7 H 1.88 1.62 -0.39  C1 1.050
8 H -1.38 1.66 0.20  C2 1.066
9 H 1.96 -1.04 -0.11  O5 0.972
10 H -0.70 -1.79 1.00  O6 1.019

Its orbital gap (alpha / beta) is 7.595 / 7.595 eV. The highest occupied orbital energy (alpha / beta) comes out at -0.28131 / -0.28131 Eh. For the energy above the lowest of the compared OMol25 structures with the same formula, charge and spin, the calculation gives 175.5 kcal/mol. The LUMO energy (alpha / beta) comes out at -0.060 / -0.059 eV. The net charge is 0.